Entry 1:
16 unconnected molecules or ions with the total composition C16H64N32O16 at a distorted geometry, computed with ωB97M-V/def2-TZVPD.

The relative energy (zero: lowest compared OMol25 entry of this formula, charge and spin) comes out at 11.140 eV. The electronic energy comes out at -3604.45290 hartree. For the gap between HOMO and LUMO, the calculation gives 7.915 eV.

Structure (ORCA input):
```
! RIJCOSX wB97M-V def2-TZVPD def2/J DEFGRID3
* xyz 0 1
C -0.387 3.825 -2.852
O -0.042 3.115 -1.965
N -1.345 3.516 -3.620
N 0.105 5.038 -3.116
H -1.515 4.151 -4.387
H -1.739 2.586 -3.649
H -0.410 5.623 -3.758
H 0.955 5.355 -2.672
C -3.926 -1.452 1.251
O -3.810 -1.075 0.090
N -3.102 -2.140 1.975
N -5.103 -1.468 1.768
H -3.343 -2.382 2.925
H -2.162 -2.250 1.623
H -5.110 -1.499 2.777
H -5.847 -1.110 1.186
C 0.536 0.039 -5.091
O 1.676 0.265 -4.790
N -0.416 -0.277 -4.207
N -0.002 0.148 -6.276
H -0.155 -0.548 -3.270
H -1.363 -0.503 -4.479
H -0.918 -0.226 -6.477
H 0.642 0.463 -6.988
C -2.896 3.088 1.005
O -1.779 2.951 1.464
N -4.068 2.944 1.576
N -3.019 3.299 -0.250
H -4.908 3.246 1.103
H -4.159 2.940 2.581
H -3.903 3.547 -0.669
H -2.064 3.506 -0.506
C 3.414 2.638 -2.321
O 3.876 3.090 -3.439
N 2.459 1.848 -2.201
N 3.918 3.026 -1.179
H 2.045 1.807 -1.281
H 1.874 1.914 -3.022
H 3.439 2.593 -0.402
H 4.671 3.696 -1.120
C -0.323 -0.604 -0.326
O -0.153 -1.073 -1.399
N -0.499 -1.231 0.776
N -0.345 0.661 -0.100
H -0.554 -0.699 1.633
H -0.261 -2.212 0.739
H -0.311 1.093 -1.012
H -0.401 1.135 0.790
C -1.083 4.157 4.396
O -1.288 4.259 5.574
N -0.016 3.495 3.899
N -1.863 4.566 3.509
H 0.015 3.109 2.966
H 0.465 3.103 4.696
H -2.751 4.980 3.754
H -1.789 4.153 2.591
C 2.290 -3.420 3.316
O 1.888 -3.711 4.418
N 3.243 -3.961 2.662
N 1.982 -2.367 2.668
H 3.353 -3.814 1.669
H 3.650 -4.518 3.400
H 1.149 -1.900 2.999
H 2.285 -2.371 1.705
C 3.202 1.282 1.934
O 2.752 1.582 0.797
N 2.533 0.671 2.899
N 4.384 1.788 2.345
H 1.614 0.376 2.602
H 2.987 0.511 3.787
H 5.168 1.777 1.708
H 4.591 1.799 3.333
C 3.829 -1.893 -0.234
O 3.417 -3.016 0.076
N 3.199 -0.993 -0.986
N 4.920 -1.279 0.211
H 3.412 -0.014 -0.855
H 2.444 -1.181 -1.630
H 5.539 -1.603 0.940
H 5.085 -0.328 -0.086
C -3.190 -3.625 -2.918
O -4.106 -4.280 -3.360
N -2.520 -2.700 -3.551
N -2.875 -3.455 -1.679
H -1.733 -2.415 -2.985
H -2.544 -2.808 -4.555
H -3.512 -3.785 -0.968
H -2.506 -2.521 -1.576
C 1.456 -3.597 -3.006
O 2.433 -3.403 -3.679
N 1.542 -3.812 -1.701
N 0.263 -3.635 -3.425
H 2.308 -3.596 -1.080
H 0.628 -4.043 -1.338
H 0.165 -3.430 -4.409
H -0.555 -3.703 -2.835
C 0.016 -5.477 1.039
O -0.420 -4.424 1.465
N 1.261 -5.731 1.039
N -0.686 -6.430 0.517
H 1.771 -6.522 0.671
H 1.749 -5.039 1.589
H -1.662 -6.197 0.408
H -0.246 -7.318 0.319
C -3.578 0.461 -3.254
O -3.256 1.177 -4.162
N -4.668 -0.223 -3.267
N -3.134 0.412 -2.076
H -5.332 -0.190 -4.028
H -4.966 -0.777 -2.478
H -2.560 1.207 -1.833
H -3.653 -0.227 -1.489
C -0.437 -0.506 4.663
O -0.472 -0.400 3.488
N 0.407 0.140 5.492
N -1.284 -1.224 5.366
H 1.270 0.444 5.065
H 0.280 -0.132 6.456
H -1.257 -1.194 6.376
H -2.025 -1.734 4.907
C 2.005 5.161 0.928
O 1.632 6.313 0.844
N 1.406 4.134 0.490
N 3.188 4.779 1.353
H 1.705 3.176 0.603
H 0.585 4.194 -0.095
H 3.548 3.838 1.287
H 3.681 5.483 1.884
*
```


Entry 2:
A gas-phase ion, C17H26ClN2O2 (charge +1) at a distorted geometry, computed with ωB97M-V/def2-TZVPD.

The structure (SMILES) is CCCNC(=O)[C@H]1CCC[N@H+](CCOc2ccc(Cl)cc2)C1. The relative energy (zero: lowest compared OMol25 entry of this formula, charge and spin) comes out at 0.000 eV. The electronic energy comes out at -1383.32729 hartree. For the gap between HOMO and LUMO, the calculation gives 8.725 eV.

Structure (ORCA input):
```
! RIJCOSX wB97M-V def2-TZVPD def2/J DEFGRID3
* xyz 1 1
C -0.833 2.707 5.147
C 0.166 3.368 4.191
C -0.445 3.964 2.930
N -1.206 2.869 2.308
C -0.666 1.900 1.457
O 0.557 2.029 1.224
C -1.397 0.692 0.778
C -2.847 1.030 0.311
C -3.406 0.007 -0.692
C -2.391 -0.318 -1.814
N -1.070 -0.741 -1.300
C -0.982 -2.100 -0.699
C 0.385 -2.748 -0.871
O 0.838 -2.242 -2.147
C 2.117 -2.469 -2.601
C 3.140 -3.076 -1.815
C 4.408 -3.211 -2.326
C 4.751 -2.620 -3.519
Cl 6.387 -2.623 -4.072
C 3.785 -1.994 -4.313
C 2.462 -1.935 -3.874
C -0.486 0.283 -0.389
H -0.314 2.404 6.064
H -1.268 1.806 4.712
H -1.666 3.382 5.390
H 0.920 2.613 3.904
H 0.718 4.146 4.726
H -1.057 4.841 3.219
H 0.313 4.361 2.245
H -2.155 2.732 2.626
H -1.438 -0.107 1.534
H -3.528 1.011 1.173
H -2.899 2.028 -0.181
H -3.630 -0.935 -0.166
H -4.366 0.348 -1.120
H -2.272 0.621 -2.406
H -2.825 -1.035 -2.471
H -0.453 -0.808 -2.124
H -1.707 -2.757 -1.192
H -1.193 -2.094 0.374
H 1.090 -2.482 -0.042
H 0.270 -3.862 -0.899
H 2.965 -3.409 -0.786
H 5.214 -3.679 -1.799
H 4.060 -1.541 -5.279
H 1.715 -1.460 -4.475
H 0.469 -0.093 0.050
H -0.224 1.199 -0.992
*
```


Entry 3:
A molecular structure, C2H2F3OP at a distorted geometry, computed with ωB97M-V/def2-TZVPD.

The relative energy (zero: lowest compared OMol25 entry of this formula, charge and spin) comes out at 1.837 eV. The electronic energy comes out at -793.52231 hartree. For the gap between HOMO and LUMO, the calculation gives 9.340 eV.

Structure (ORCA input):
```
! RIJCOSX wB97M-V def2-TZVPD def2/J DEFGRID3
* xyz 0 1
C 0.688 -0.417 -0.558
C -0.817 -0.808 -0.329
O 1.456 -0.708 -1.386
F -1.330 -1.946 -0.751
F -1.297 -0.675 0.945
F -1.486 0.099 -1.041
P 1.035 0.879 1.390
H -0.113 1.617 0.895
H 1.863 1.960 0.835
*
```


Entry 4:
A molecular structure, C28H31AsBrN3PPrS4 at a distorted geometry, computed with ωB97M-V/def2-TZVPD.

The relative energy (zero: lowest compared OMol25 entry of this formula, charge and spin) comes out at 0.331 eV. The expectation value of S² is 2.003. The electronic energy comes out at -8511.00422 hartree. For the gap between HOMO and LUMO (spin up / spin down), the calculation gives 5.024 / 5.037 eV.

Structure (ORCA input):
```
! RIJCOSX wB97M-V def2-TZVPD def2/J DEFGRID3
* xyz -2 3
Pr -0.509 2.399 -0.405
C -2.780 2.683 2.313
C -2.288 1.272 2.724
N -1.776 0.493 1.589
C -2.700 -0.507 1.048
C -2.679 -0.554 -0.478
N -2.737 0.782 -1.055
C -4.021 1.479 -0.947
C -4.218 2.184 0.400
N -2.988 2.808 0.877
H -3.691 2.929 2.879
H -2.025 3.419 2.582
H -1.480 1.399 3.441
H -3.090 0.717 3.229
H -0.889 0.073 1.830
H -2.488 -1.513 1.426
H -3.707 -0.265 1.384
H -1.752 -1.018 -0.819
H -3.514 -1.190 -0.816
H -2.471 0.749 -2.032
H -4.024 2.243 -1.722
H -4.861 0.789 -1.129
H -4.994 2.947 0.268
H -4.596 1.488 1.153
H -3.067 3.813 0.682
C -0.823 -4.468 -1.076
C -0.880 -4.091 0.261
C -0.203 -2.958 0.691
C 0.546 -2.174 -0.190
C 0.599 -2.569 -1.526
C -0.080 -3.704 -1.963
P 1.276 -0.599 0.470
C 2.184 -1.371 1.915
C 2.382 -0.584 3.050
C 3.075 -1.078 4.155
C 3.579 -2.370 4.145
C 3.389 -3.168 3.021
C 2.703 -2.671 1.920
C 2.672 -0.324 -0.674
C 3.981 -0.683 -0.485
C 4.919 -0.484 -1.525
C 4.520 0.008 -2.735
C 3.170 0.372 -2.966
C 2.705 0.803 -4.233
C 1.376 1.058 -4.398
C 0.476 0.982 -3.306
C 0.858 0.663 -2.020
C 2.232 0.269 -1.902
H -1.358 -5.346 -1.420
H -1.456 -4.677 0.968
H -0.250 -2.676 1.739
H 1.158 -1.974 -2.237
H -0.030 -3.984 -3.009
H 1.992 0.430 3.060
H 3.216 -0.445 5.024
H 4.116 -2.757 5.005
H 3.781 -4.179 2.999
H 2.568 -3.303 1.049
H 4.310 -1.118 0.450
H 5.957 -0.754 -1.364
H 5.236 0.118 -3.545
H 3.409 0.920 -5.051
H 1.005 1.387 -5.364
H -0.545 1.270 -3.516
S -1.915 3.438 -2.678
As -0.557 5.088 -2.108
S -1.084 5.366 0.144
S 1.337 4.083 -1.614
S -3.038 6.004 0.340
Br 0.833 2.627 2.080
*
```


Entry 5:
A molecular structure, C27H31AsF3N5O3RhS2, computed with ωB97M-V/def2-TZVPD.

The relative energy (zero: lowest compared OMol25 entry of this formula, charge and spin) comes out at 0.383 eV. The electronic energy comes out at -4989.18740 hartree. For the gap between HOMO and LUMO, the calculation gives 7.273 eV.

Structure (ORCA input):
```
! RIJCOSX wB97M-V def2-TZVPD def2/J DEFGRID3
* xyz 1 1
Rh -0.428 0.768 0.444
F 3.373 3.795 2.037
C 2.387 4.689 2.143
F 2.378 5.407 1.002
F 2.696 5.526 3.138
C 1.049 4.036 2.363
C 0.150 4.516 3.300
C -1.084 3.903 3.461
C -1.405 2.839 2.641
N -0.561 2.415 1.708
C 0.681 2.944 1.580
S 1.560 1.999 0.405
H 0.427 5.358 3.920
H -1.781 4.247 4.210
H -2.338 2.296 2.713
C 5.786 -2.031 -4.104
C 4.721 -1.958 -3.049
C 4.432 -3.061 -2.249
C 3.470 -2.991 -1.254
C 2.789 -1.802 -1.054
C 3.049 -0.695 -1.843
C 4.012 -0.776 -2.834
S 1.567 -1.698 0.224
O 2.042 -0.760 1.217
O 1.269 -3.029 0.677
N 0.255 -1.006 -0.455
C -0.686 -1.850 -1.017
C -0.416 -2.996 -1.736
C -1.453 -3.810 -2.219
C -2.764 -3.500 -1.991
C -3.082 -2.334 -1.264
C -4.407 -1.954 -0.968
C -4.640 -0.829 -0.227
C -3.541 -0.063 0.190
N -2.297 -0.366 -0.097
C -2.036 -1.506 -0.787
H 5.875 -3.038 -4.507
H 6.756 -1.757 -3.684
H 5.577 -1.347 -4.925
H 4.965 -3.989 -2.407
H 3.245 -3.847 -0.633
H 2.500 0.226 -1.690
H 4.217 0.088 -3.452
H 0.607 -3.289 -1.925
H -1.194 -4.701 -2.775
H -3.564 -4.130 -2.356
H -5.224 -2.570 -1.324
H -5.639 -0.516 0.038
H -3.695 0.816 0.808
C -1.665 -3.001 4.816
N -1.896 -1.943 3.855
C -0.938 -1.223 3.228
N 0.347 -1.542 3.472
O -1.277 -0.277 2.486
H -2.580 -3.174 5.376
H -0.893 -2.709 5.528
H -1.376 -3.938 4.332
H -2.837 -1.689 3.614
H 0.579 -2.455 3.825
H 1.048 -1.107 2.882
C -0.020 3.715 -1.812
As -1.092 2.201 -1.262
C -1.359 1.241 -2.922
C -2.759 3.117 -0.881
H -0.590 4.229 -2.587
H 0.935 3.379 -2.208
H 0.154 4.391 -0.978
H -1.613 1.940 -3.719
H -2.153 0.506 -2.804
H -0.427 0.731 -3.163
H -2.978 3.762 -1.734
H -2.620 3.740 0.001
H -3.593 2.436 -0.739
*
```


Entry 6:
A molecular structure, C25H20F6N3NaO6P, computed with ωB97M-V/def2-TZVPD.

The relative energy (zero: lowest compared OMol25 entry of this formula, charge and spin) comes out at 0.197 eV. The expectation value of S² is 0.760. The electronic energy comes out at -2683.64363 hartree. For the gap between HOMO and LUMO (spin up / spin down), the calculation gives 7.080 / 7.076 eV.

Structure (ORCA input):
```
! RIJCOSX wB97M-V def2-TZVPD def2/J DEFGRID3
* xyz -2 2
Na -1.311 0.623 -0.450
O -2.527 -5.767 1.097
C -2.158 -4.469 0.820
C -2.675 -3.786 -0.267
C -2.253 -2.482 -0.482
N -1.389 -1.855 0.322
C -0.911 -2.520 1.377
C -1.255 -3.839 1.655
C 0.017 -1.775 2.361
O 0.758 -2.508 3.053
O -0.119 -0.527 2.401
C -2.802 -1.715 -1.709
O -3.625 -2.330 -2.415
O -2.337 -0.562 -1.872
H -3.165 -6.026 0.426
H -3.390 -4.210 -0.964
H -0.805 -4.326 2.508
C 0.999 -2.308 -4.088
C 2.018 -1.474 -4.535
C 2.449 -0.401 -3.767
C 1.873 -0.145 -2.516
C 0.890 -1.028 -2.137
C 0.399 -2.086 -2.848
C 2.266 0.988 -1.638
C 2.859 2.159 -2.184
C 3.185 3.178 -1.346
C 2.931 3.051 0.039
C 3.234 4.068 0.976
C 2.957 3.884 2.300
C 2.357 2.680 2.741
C 2.040 1.682 1.862
C 2.329 1.858 0.484
N 2.005 0.844 -0.366
H 0.656 -3.129 -4.706
H 2.477 -1.658 -5.499
H 3.243 0.240 -4.130
H -0.415 -2.699 -2.483
H 2.991 2.250 -3.253
H 3.596 4.106 -1.727
H 3.676 4.992 0.619
H 3.189 4.664 3.016
H 2.142 2.545 3.796
H 1.544 0.760 2.175
F -0.482 2.647 -0.611
P -1.004 3.988 -1.451
F -1.531 5.280 -2.251
F -0.973 4.824 -0.062
F -2.521 3.532 -1.130
F -1.008 3.102 -2.790
F 0.527 4.403 -1.720
C -1.126 3.856 3.281
N -1.671 2.543 3.028
C -1.501 1.501 4.021
C -2.308 2.276 1.867
O -2.793 1.196 1.567
H -1.642 4.354 4.111
H -1.220 4.467 2.384
H -0.064 3.784 3.528
H -2.276 1.555 4.795
H -0.524 1.619 4.495
H -1.514 0.531 3.525
H -2.322 3.128 1.173
*
```